(1)
A 4-piece molecular cluster, C5H18O3 overall in a non-equilibrium geometry. Source: the Open Molecules 2025 dataset; level of theory: ωB97M-V with the def2-TZVPD basis set.

Geometry as XYZ:
```
26
Properties=species:S:1:pos:R:3:forces:R:3:mulliken_charge:R:1
O -2.4667 1.3860 2.5973 -0.6 0.1 -0.5 -0.647
O -1.3834 -3.5024 -0.2514 0.1 0.3 0.1 -0.614
O -2.1369 -1.1883 -1.9284 -0.1 -0.2 -0.7 -0.667
C 2.1774 0.3563 -0.7182 0.6 0.0 -1.7 -0.527
C 1.5788 1.1427 -1.9014 -0.2 0.7 0.6 -1.164
C 1.2593 -0.5900 0.0295 -1.1 1.8 0.3 -0.408
C 0.3215 1.5525 1.2193 -0.7 0.2 -0.1 -1.189
C 0.0643 0.1131 0.7672 0.7 -0.3 -0.1 -0.290
H 1.8442 -1.0306 0.8255 0.1 -0.9 -0.2 0.315
H -0.1387 2.2029 0.4725 0.3 0.2 0.1 0.291
H -1.7329 -0.4442 -1.4769 -0.1 -0.2 0.3 0.307
H 0.7599 -1.2342 -0.6928 0.6 -0.8 0.3 0.183
H 2.9491 -0.2558 -1.2020 0.2 0.0 0.4 0.364
H 2.7071 1.0912 -0.1132 -0.1 -0.3 0.4 0.330
H -1.9310 -4.1637 0.1787 0.0 -0.2 -0.3 0.286
H 2.2004 2.0173 -2.1123 0.3 -0.3 -0.2 0.327
H -0.2146 1.7838 2.1328 0.1 0.0 0.1 0.326
H -2.4039 1.8962 3.4066 0.3 -0.3 0.2 0.312
H 1.4492 0.5832 -2.8251 -0.1 -0.2 0.1 0.342
H -0.8224 0.0888 0.1341 0.0 0.2 0.0 0.121
H -2.6031 -1.7397 -1.2926 0.3 0.3 0.4 0.345
H 1.3547 1.8518 1.3609 0.2 -0.3 -0.1 0.334
H -0.1838 -0.5563 1.5935 -0.1 0.1 0.2 0.370
H -1.8665 0.6382 2.6167 0.1 0.1 0.4 0.344
H -1.4256 -3.6164 -1.2084 -0.1 -0.2 0.2 0.339
H 0.6434 1.6176 -1.6119 -0.4 -0.2 -0.1 0.273
```
Positions in Å, forces in eV/Å.

total energy	-11618.911	eV
SMILES string	CCCCC.O.O.O
molecular weight	126.2	g mol⁻¹
frontier orbital gap	11.35	eV
energy relative to the best compared isomer or geometry (same formula, charge and spin)	76.9	kJ/mol
E_HOMO	-10.8	eV
multiplicity	1
E_LUMO	0.601	eV
max |F|	2.17	eV/Å


(2)
A 3-piece molecular cluster, C5H19N2O3 overall in a non-equilibrium geometry. Source: the Open Molecules 2025 dataset; level of theory: ωB97M-V with the def2-TZVPD basis set.

Geometry as XYZ:
```
29
Properties=species:S:1:pos:R:3:forces:R:3:mulliken_charge:R:1
O 2.3432 -0.0724 -1.4990 3.1 -1.3 3.1 -0.671
O 1.6421 0.5325 1.7402 0.5 1.8 -0.9 -0.531
O -0.3165 -1.8853 -2.0730 -0.2 -0.4 0.1 -0.594
N -1.3331 1.8450 -0.0085 1.9 0.8 -0.5 -0.364
N -1.9329 -1.4874 -0.0922 1.4 -1.7 -2.8 -0.324
C 0.9152 -0.6208 2.1625 3.0 -0.1 -0.7 -0.620
C -0.9281 -0.4422 0.4666 -1.9 -1.8 0.1 0.024
C -0.4527 3.0697 -0.2197 -2.0 -1.3 0.3 -0.813
C 0.3682 -1.2567 0.9043 -1.7 1.0 -0.8 -0.648
C -0.7132 0.6159 -0.5888 0.2 2.0 1.3 -0.429
H 0.2552 -0.1946 2.8755 -1.1 -1.0 1.0 0.449
H -0.9101 3.8892 0.3510 0.1 0.0 -0.6 0.346
H -0.4529 -2.1737 -2.9728 0.1 -0.2 -0.4 0.294
H -0.2921 3.2886 -1.2889 0.1 0.2 0.5 0.279
H -2.2647 2.0257 -0.3064 -0.7 0.0 -0.5 0.230
H 2.6917 0.7300 -1.0465 -0.9 0.2 -0.9 0.322
H -1.0094 0.4021 -1.6308 -0.1 -0.2 0.6 0.509
H 0.0796 -2.3226 0.9629 0.4 0.4 0.5 0.432
H -2.5377 -1.8553 0.5990 -0.4 -0.8 1.1 0.320
H -1.6247 -0.0524 1.2952 2.0 -0.1 -0.8 0.487
H 1.7736 -1.2547 2.4961 -1.4 -0.1 0.8 0.230
H -2.5583 -1.2277 -0.8761 0.5 0.7 0.6 0.339
H 2.9785 -0.6584 -0.8801 -2.1 1.0 -2.4 0.376
H -1.3213 -2.2370 -0.6107 -1.3 1.3 1.2 0.403
H 0.3818 0.7530 -0.5557 -0.6 0.3 -0.4 0.005
H 0.4175 2.7731 0.3159 1.2 0.2 0.0 0.243
H 1.1387 -1.1413 0.0921 -0.8 -0.2 0.9 0.170
H 0.3823 -1.2307 -2.0876 0.6 0.3 -0.1 0.224
H 1.5360 1.3326 2.2933 -0.1 -1.0 -0.2 0.310
```
Positions in Å, forces in eV/Å.

total energy	-14607.830	eV
molecular weight	155.2	g mol⁻¹
frontier orbital gap	9.38	eV
energy relative to the best compared isomer or geometry (same formula, charge and spin)	290.5	kJ/mol
E_HOMO	-12.3	eV
net charge	+1
multiplicity	1
E_LUMO	-2.912	eV
max |F|	4.60	eV/Å


(3)
A 4-piece molecular cluster, C5H19NO3 overall in a non-equilibrium geometry. Source: the Open Molecules 2025 dataset; level of theory: ωB97M-V with the def2-TZVPD basis set.

Geometry as XYZ:
```
28
Properties=species:S:1:pos:R:3:forces:R:3:mulliken_charge:R:1
O -1.5858 0.7784 1.9745 -0.6 1.1 -2.7 -0.657
O 1.0901 0.4235 3.1027 -1.0 -0.5 -0.1 -0.659
O 0.4535 1.7333 -2.8776 -0.9 -1.3 0.7 -0.734
N 0.1141 -0.6126 -1.1452 -1.5 0.4 -0.6 -0.183
C -2.1181 0.6015 -1.4833 1.6 -2.2 -0.4 -1.421
C 2.0371 0.2836 -0.0499 1.5 0.4 0.3 -1.286
C -1.3568 -0.8444 -1.2110 0.6 2.2 1.0 -0.455
C 0.6920 -0.4053 0.1634 0.0 1.0 1.6 1.470
C 0.8179 -1.7090 0.9576 0.1 -0.5 -1.7 -1.311
H -1.5823 -1.5987 -1.9258 -0.1 0.0 -1.4 0.483
H -3.0941 0.5396 -1.1132 -2.1 -0.6 -0.5 0.452
H 1.9088 1.3401 -0.4130 0.1 -1.0 0.3 0.276
H 0.0235 0.2242 0.8321 0.6 -0.5 -1.8 -0.980
H 1.2522 -1.5646 1.9502 -0.3 -0.3 -0.4 0.456
H 1.2518 1.8296 -2.3607 0.4 0.2 0.0 0.284
H 0.7191 -0.4279 3.4242 0.4 0.9 -0.1 0.355
H -0.2148 -2.1463 0.9365 1.1 -0.1 0.5 0.211
H -1.8313 1.4104 -0.8454 1.4 0.4 0.4 0.361
H 2.7064 0.3026 0.8583 -1.0 0.1 -0.6 0.357
H -1.5978 -1.4369 -0.3193 -0.8 1.0 0.5 0.340
H -1.6225 1.5807 1.3698 -0.1 -1.6 0.9 0.334
H 0.0659 0.9259 -2.4054 0.8 1.2 -0.8 0.417
H 0.5710 -1.4001 -1.5428 0.6 -0.7 -0.5 0.230
H 1.5233 -2.3070 0.3179 -0.6 -0.1 0.9 0.373
H -1.9856 0.9575 -2.5448 -0.5 -0.6 1.2 0.384
H -1.4243 1.1810 2.7956 0.2 0.7 2.1 0.322
H 2.6849 -0.2723 -0.7794 -0.8 0.4 0.2 0.339
H 0.5020 0.6133 2.3338 0.7 -0.1 0.9 0.242
```
Positions in Å, forces in eV/Å.

total energy	-13124.439	eV
SMILES string	CCNC(C)C.O.O.O
molecular weight	141.2	g mol⁻¹
frontier orbital gap	9.62	eV
energy relative to the best compared isomer or geometry (same formula, charge and spin)	194.3	kJ/mol
E_HOMO	-9.2	eV
multiplicity	1
E_LUMO	0.431	eV
max |F|	2.98	eV/Å


(4)
A 4-piece molecular cluster, C5H19NO3S2 overall in a non-equilibrium geometry. Source: the Open Molecules 2025 dataset; level of theory: ωB97M-V with the def2-TZVPD basis set.

Geometry as XYZ:
```
30
Properties=species:S:1:pos:R:3:forces:R:3:mulliken_charge:R:1
S 3.9850 -0.4428 1.2981 0.1 -0.1 0.1 -0.214
S -2.8065 -1.6400 -0.8004 0.4 -0.1 -0.1 -0.245
O -1.3110 0.0663 2.4041 0.6 0.9 0.0 -0.507
O -2.3341 2.3702 0.8965 -0.1 0.6 -0.2 -0.697
O -1.8193 2.0076 -1.7646 0.2 -0.6 0.0 -0.598
N 0.9559 -1.0208 -0.6185 -0.3 0.5 -0.1 -0.181
C -0.1214 -1.3171 -1.5493 -0.1 0.5 -0.7 -0.352
C 2.2849 0.0556 1.6935 -0.1 0.7 -0.2 -0.752
C -1.1230 -2.3314 -1.0345 -0.6 -1.4 0.4 -0.713
C 1.4878 0.3533 -0.7175 -1.1 -0.4 0.0 -0.739
C 1.6533 0.9816 0.6631 1.0 0.2 -0.6 -0.094
H -1.7010 2.2324 1.6041 -0.1 -0.4 0.0 0.274
H 2.3450 0.4371 -1.3838 0.4 -0.1 0.3 0.352
H 2.4331 0.6248 2.6139 -0.2 -0.2 0.1 0.411
H 3.7775 -1.1090 0.1544 -0.1 0.0 0.0 0.080
H 0.7066 0.9095 -1.2204 -0.1 0.4 -0.2 0.397
H -1.2494 -3.2577 -1.6056 0.1 0.5 -0.7 0.369
H -1.0696 0.2798 3.3092 0.0 -0.2 0.1 0.280
H -1.7970 2.4059 -0.8781 -0.1 0.1 -0.1 0.381
H 0.6932 1.3383 0.9911 -0.6 -0.3 0.4 -0.074
H 1.6887 -1.6860 -0.7501 0.4 -0.4 0.1 0.223
H -2.7924 -1.0946 -2.0230 -0.3 0.1 0.1 0.116
H -2.7648 1.5246 0.7417 0.1 -0.2 0.2 0.333
H -0.8495 -2.8119 -0.0926 0.2 0.8 0.4 0.375
H -1.8541 2.6948 -2.4248 0.0 0.4 0.0 0.282
H 0.2274 -1.5475 -2.5691 0.2 -0.6 0.2 0.351
H -1.8131 -0.7334 2.4387 -0.5 -0.8 0.0 0.236
H 2.2386 1.8966 0.5439 0.3 0.0 0.1 0.362
H 1.6081 -0.7784 1.8524 0.2 -0.2 0.2 0.301
H -0.6792 -0.4080 -1.7726 0.0 0.3 0.5 0.044
```
Positions in Å, forces in eV/Å.

total energy	-34795.786	eV
SMILES string	SCCCNCCS.O.O.O
molecular weight	205.3	g mol⁻¹
frontier orbital gap	9.02	eV
energy relative to the best compared isomer or geometry (same formula, charge and spin)	11.6	kJ/mol
E_HOMO	-8.7	eV
multiplicity	1
E_LUMO	0.311	eV
max |F|	1.61	eV/Å


(5)
C5H20AgClN6O5 as an isolated structure in a non-equilibrium geometry. Source: the Open Molecules 2025 dataset; level of theory: ωB97M-V with the def2-TZVPD basis set.

Geometry as XYZ:
```
38
Properties=species:S:1:pos:R:3:forces:R:3:mulliken_charge:R:1
Ag 0.0088 2.6469 -2.0426 -0.3 -0.7 0.4 0.076
Cl -0.6848 0.3656 -0.7379 0.5 1.0 -0.3 -0.327
O -3.7164 0.5151 0.5312 -0.1 0.4 0.7 -0.436
O -2.3809 -4.5269 -0.2801 -1.0 -4.1 0.0 -0.655
O -0.1331 3.9343 -0.2951 -2.2 0.1 -3.4 -0.676
O 1.9818 -1.7588 -2.2289 0.6 1.3 -1.6 -0.494
O 4.4169 -0.4001 1.9435 0.4 -0.2 0.4 -0.715
N -2.2785 -2.5438 -1.2498 -0.6 2.1 -3.0 -0.159
N 1.1355 5.0588 1.1063 1.4 4.6 0.4 -0.405
N 2.4132 0.2847 1.3054 -2.3 0.9 0.1 -0.195
N 0.8780 2.9697 1.3908 1.0 -4.2 2.3 -0.231
N -1.6899 -2.7287 0.8157 1.4 1.9 3.4 -0.189
N 3.9826 -0.1950 -0.2132 1.2 0.5 -4.6 -0.303
C 1.8671 -2.7846 -1.3147 -0.6 -0.4 0.9 -0.354
C 3.6520 -0.1124 1.0322 1.1 -0.5 3.9 0.553
C -4.8619 0.2209 -0.2216 -0.3 -0.7 -1.1 -0.609
C -2.1578 -3.3734 -0.2210 0.2 0.8 -0.8 0.740
C 0.6193 3.9599 0.6504 -0.4 1.3 0.6 0.785
H 2.6227 -3.5496 -1.4936 0.0 0.1 -0.1 0.242
H 0.8639 -3.1985 -1.4162 0.0 -0.5 0.4 0.179
H 1.9982 -2.3530 -0.3224 0.0 -0.5 0.4 0.123
H -4.6465 -0.1813 -1.2116 0.4 -0.3 -0.1 0.228
H 1.7463 0.4431 0.5636 -0.1 -0.2 0.3 0.083
H 2.1067 0.2383 2.2667 0.1 -0.1 -0.4 0.202
H 0.2988 2.1475 1.2980 0.5 -0.2 0.2 0.212
H 1.5591 5.1596 2.0176 -0.2 -0.3 -0.2 0.168
H -2.0666 -1.5628 -1.1363 -0.2 -0.3 -0.3 -0.186
H 4.9652 -0.2671 -0.4354 -0.1 -0.3 0.4 0.248
H -5.4647 -0.5419 0.2712 0.1 0.1 0.3 0.283
H -1.5751 -1.7307 0.7109 0.1 -0.3 0.6 0.051
H -2.7575 -2.8037 -2.1001 0.2 -0.2 0.4 0.185
H 1.6213 3.1260 2.0565 -0.4 -1.1 0.2 0.176
H 0.8768 5.9405 0.6869 0.1 -0.3 -0.2 0.248
H 1.2282 -1.1755 -2.1129 -0.1 0.0 -0.1 0.270
H -1.5264 -3.1562 1.7161 -0.1 0.0 -0.4 0.184
H 3.5108 0.4000 -0.8792 -0.2 -0.4 -0.1 0.157
H -5.5186 1.0496 -0.4865 0.2 0.6 0.7 0.291
H -2.8947 0.4833 0.0358 -0.2 0.1 -0.4 0.253
```
Positions in Å, forces in eV/Å.

total energy	-41206.821	eV
molecular weight	387.6	g mol⁻¹
frontier orbital gap (alpha / beta)	7.13 / 4.65	eV
E_HOMO (alpha / beta)	-7.4 / -9.6	eV
multiplicity	3
E_LUMO (alpha / beta)	-0.230 / -4.996	eV
max |F|	4.93	eV/Å


(6)
C5H20BaO5 as an isolated structure in a non-equilibrium geometry. Source: the Open Molecules 2025 dataset; level of theory: ωB97M-V with the def2-TZVPD basis set.

Geometry as XYZ:
```
31
Properties=species:S:1:pos:R:3:forces:R:3:mulliken_charge:R:1
Ba 0.4659 -0.5632 2.4753 -0.1 0.3 -0.9 1.928
O -1.9591 3.0327 2.4958 1.1 -2.1 0.6 -0.522
O 0.5357 1.0330 -1.6759 -0.1 0.0 0.6 -0.491
O -3.4168 -1.5592 0.7161 0.0 0.6 -0.2 -0.496
O 4.5738 -0.3808 1.3643 -0.7 1.1 -0.7 -0.478
O 1.1966 -3.3763 -1.0000 0.1 -0.3 2.6 -0.485
C -4.5792 -0.7847 0.3445 -1.2 -0.3 0.4 -0.631
C 5.7135 -0.2653 2.2120 -0.4 -1.1 0.3 -0.500
C -0.3733 1.2114 -2.7593 0.5 -0.7 -1.3 -0.601
C -2.0455 4.1029 1.6143 -1.7 1.5 -0.6 -0.529
C 1.0570 -3.6394 -2.3350 -0.6 0.7 -2.7 -0.568
H -1.6167 5.0184 2.0217 0.4 -0.1 -0.3 0.278
H 1.4215 1.1927 -2.0097 0.1 0.0 -0.1 0.299
H 6.0968 0.7506 2.3077 -0.1 0.0 0.1 0.273
H 5.2920 -0.6520 3.1399 1.0 0.1 0.4 0.159
H -4.7882 0.0399 1.0261 0.7 0.1 0.1 0.254
H 6.4425 -0.9316 1.7507 0.5 0.1 0.7 0.258
H 1.7050 -2.9235 -2.8406 0.0 -0.3 -0.3 0.201
H -1.7335 3.8773 0.5946 0.8 -0.3 0.4 0.208
H 1.2476 -4.6559 -2.6792 0.5 -0.1 0.4 0.304
H 0.7567 -4.1060 -0.5577 0.1 -0.1 0.4 0.307
H 4.8795 0.1181 0.6032 -0.6 -0.1 -0.7 0.305
H -2.2940 3.2428 3.3706 -0.2 0.4 -0.2 0.317
H -0.1454 0.5201 -3.5707 -0.1 -0.7 0.2 0.303
H -3.6764 -2.4699 0.5585 0.2 -0.1 0.0 0.320
H 0.0355 -3.4299 -2.6524 -0.2 0.1 -0.2 0.254
H -4.6301 -0.4184 -0.6808 0.7 -0.1 0.0 0.272
H -1.3892 0.9894 -2.4327 0.2 0.5 0.1 0.220
H -5.4629 -1.4083 0.4800 0.0 -0.2 -0.1 0.293
H -3.1023 4.3047 1.4398 -0.2 0.3 0.1 0.263
H -0.2070 2.1306 -3.3211 -0.6 0.7 0.8 0.285
```
Positions in Å, forces in eV/Å.

total energy	-16421.957	eV
molecular weight	297.5	g mol⁻¹
frontier orbital gap	6.80	eV
energy relative to the best compared isomer or geometry (same formula, charge and spin)	483.9	kJ/mol
E_HOMO	-15.4	eV
net charge	+2
multiplicity	1
E_LUMO	-8.625	eV
max |F|	2.81	eV/Å


(7)
A 6-piece molecular cluster, C5H20BrN10O5 overall in a non-equilibrium geometry. Source: the Open Molecules 2025 dataset; level of theory: ωB97M-V with the def2-TZVPD basis set.

Geometry as XYZ:
```
41
Properties=species:S:1:pos:R:3:forces:R:3:mulliken_charge:R:1
Br 0.5358 -0.2697 -0.7529 -0.2 0.1 0.1 -1.000
O -1.6362 -1.3353 -5.5533 0.1 0.0 0.2 -0.684
O 1.6418 -1.0653 3.4467 -0.1 0.1 -0.1 -0.639
O 0.7899 -5.1495 1.6752 -0.1 0.1 0.2 -0.683
O 3.9470 3.9423 -1.2450 -0.2 0.0 -0.1 -0.688
O -4.0573 3.3089 0.0469 0.0 0.1 0.0 -0.669
N 2.3853 3.0398 0.1677 0.1 -0.9 -0.7 -0.276
N -2.7854 2.0911 1.4967 0.5 -0.4 -1.0 -0.295
N -0.1902 -3.5376 0.4055 0.4 0.1 0.0 -0.241
N 0.1759 -0.6504 -4.3364 -0.6 0.2 0.0 -0.278
N 1.9615 -3.2406 1.2111 -0.3 -0.2 -0.1 -0.436
N -2.1966 2.2432 -0.7146 0.1 -0.2 -0.1 -0.275
N -0.0694 -0.5309 4.8283 -0.6 0.2 0.5 -0.403
N -0.4124 -0.6076 2.5505 0.3 0.0 0.4 -0.152
N 2.8709 2.0199 -1.8320 0.0 0.4 0.5 -0.202
N -1.9110 -0.6022 -3.4088 0.5 0.3 0.0 -0.287
C -1.1569 -0.9036 -4.5118 -0.2 -0.3 -0.5 0.584
C 0.8429 -4.0500 1.1447 -0.2 -0.1 -0.1 0.652
C 0.4707 -0.7574 3.5824 0.3 0.0 0.2 0.646
C -3.0885 2.5965 0.2492 -0.5 0.3 0.3 0.501
C 3.1284 3.0670 -0.9942 0.2 0.5 0.3 0.588
H -0.1311 -2.5919 0.0576 -0.2 -0.1 -0.1 0.047
H 1.8254 2.2092 0.2863 -0.3 0.3 0.4 0.157
H -0.0510 -0.5648 1.5999 -0.2 0.0 0.1 -0.006
H -1.4660 1.5664 -0.5525 0.1 0.0 -0.1 0.208
H 2.3907 -3.3024 2.1198 0.2 0.1 -0.1 0.255
H 2.2870 3.8347 0.7641 0.2 0.1 0.0 0.187
H -2.0075 1.4569 1.4871 0.1 0.1 0.8 0.204
H 0.4550 -0.2870 -3.4399 0.5 -0.2 0.0 0.165
H -2.8516 -0.9473 -3.3975 0.0 0.0 0.1 0.209
H -2.4333 2.4290 -1.6718 -0.1 0.1 0.0 0.200
H -1.0645 -4.0250 0.4061 0.0 -0.1 0.0 0.175
H 2.2703 1.2738 -1.5065 0.1 -0.1 -0.5 0.073
H 1.8335 -2.2988 0.8656 0.1 0.1 0.2 0.192
H 0.8174 -1.0312 -5.0034 0.1 0.1 0.0 0.192
H -1.0386 -0.3202 4.9861 0.0 0.0 -0.3 0.130
H -1.3426 -0.3136 2.7806 -0.1 0.0 -0.4 0.139
H -1.3786 -0.4833 -2.5576 -0.5 -0.1 0.3 0.143
H -3.2479 2.4044 2.3241 -0.1 0.0 0.0 0.171
H 0.4731 -0.5962 5.6678 0.4 -0.2 -0.3 0.218
H 3.4139 1.9788 -2.6719 0.0 -0.2 0.0 0.179
```
Positions in Å, forces in eV/Å.

total energy	-100700.123	eV
molecular weight	380.2	g mol⁻¹
frontier orbital gap	9.45	eV
energy relative to the best compared isomer or geometry (same formula, charge and spin)	42.6	kJ/mol
E_HOMO	-7.1	eV
net charge	-1
multiplicity	1
E_LUMO	2.307	eV
max |F|	1.18	eV/Å